43
Properties=species:S:1:pos:R:3:forces:R:3 method="wB97M-V/def2-TZVPD" largest_force_ha_per_bohr=0.07775 lumo_energy_ev="-6.88 / -9.94" total_energy_ha=-2291.2163 e_homo_ev="-15.89 / -15.64" s2=16.042 gap_ev="9.00 / 5.70" spin_multiplicity=8 total_charge=+2
Gd -0.400607 -1.202011 -0.567344 -0.371 1.219 0.182
P -2.763003 0.098829 0.471616 -0.320 1.222 0.110
C -1.950093 1.536006 -0.389844 0.177 -0.122 -0.893
C -0.633861 1.976492 0.215711 0.078 0.044 -0.073
N 0.299667 1.002073 0.371342 0.207 0.380 0.275
C 1.502831 1.329250 0.896162 -0.081 0.217 0.003
C 1.804672 2.633752 1.275106 -0.029 -0.055 -0.087
C 0.865889 3.643273 1.087517 -0.020 -0.171 -0.023
C -0.371923 3.304430 0.543926 -0.251 -0.259 -0.053
C 2.546814 0.251216 1.108947 -0.295 -0.064 0.217
P 2.321085 -1.259670 0.082683 1.738 0.444 0.379
H -1.149988 4.044407 0.357800 0.284 -0.107 0.137
H 2.783697 2.827795 1.705888 -0.205 0.115 -0.089
H 1.095862 4.675127 1.357774 -0.085 -0.312 -0.078
H 3.550008 0.661978 0.919483 -0.263 -0.154 0.132
H 2.514664 -0.085780 2.159266 0.029 0.206 -0.257
H -1.749767 1.157708 -1.446781 -0.596 0.955 1.437
H -2.680002 2.357063 -0.417586 0.317 -0.126 -0.125
H -0.374469 -0.978093 -2.986220 -0.916 1.590 -0.258
O -0.908745 -0.137704 -2.628859 0.922 -1.054 -0.963
H -0.817927 0.592709 -3.265495 -0.079 -0.351 0.234
H -0.090282 -2.851184 -2.035886 1.063 0.374 -1.694
O 0.436783 -2.165161 -2.701542 -0.550 -2.218 1.121
H 0.852595 -2.738950 -3.369697 -0.107 0.294 0.143
C 3.374068 -0.867771 -1.360632 -0.358 -0.120 -0.507
H 4.417087 -0.717790 -1.050645 -0.309 -0.070 0.030
H 3.323135 -1.687153 -2.091864 0.114 0.246 0.212
H 3.011868 0.046332 -1.850327 0.095 -0.187 0.087
C 3.286651 -2.510506 0.989763 -0.407 -0.576 0.106
H 2.980613 -3.502564 0.622701 0.265 0.231 0.179
H 4.370551 -2.390007 0.847664 -0.386 0.113 -0.022
H 3.046528 -2.457453 2.061466 0.067 -0.063 -0.318
C -3.019927 0.745097 2.151009 0.200 -0.392 0.407
H -3.821500 1.494610 2.149250 0.223 -0.188 -0.021
H -3.300644 -0.097510 2.798368 0.002 0.355 -0.029
H -2.099022 1.192903 2.538221 -0.134 -0.118 0.009
C -4.454109 0.200696 -0.208474 -0.069 -0.618 -0.321
H -4.961011 -0.748270 0.019955 -0.039 0.360 -0.113
H -5.007366 1.034634 0.248182 0.281 -0.253 -0.140
H -4.424106 0.325392 -1.299486 -0.043 -0.089 0.279
O -1.528306 -4.053971 1.129558 1.093 2.437 -1.778
N -1.106451 -3.165312 0.435261 -0.848 -3.881 0.452
O -0.771957 -3.514911 -0.873935 -0.394 0.750 1.710